Here is a 2-piece molecular cluster, C5H8O5 overall in a non-equilibrium geometry from the OMol25 dataset. Energies are from ωB97M-V with the def2-TZVPD basis set.

```
18
Properties=species:S:1:pos:R:3:forces:R:3
O 0.715 -1.087 -2.288 -1.5981 0.0031 1.7604
C 0.103 -0.911 -1.277 1.7786 2.7890 -1.3463
O -0.849 0.256 -1.001 0.8944 -1.5513 -0.4323
C -0.638 0.113 0.425 0.0285 -0.3416 -0.2347
C 0.399 -1.015 0.231 -0.9032 -0.5161 0.6089
O 1.645 -0.526 0.627 0.1217 -0.3443 -0.1335
C 1.594 0.899 0.623 -0.0356 0.2908 -0.2909
C 0.161 1.259 1.029 -0.0170 0.1528 -0.3244
O -0.042 1.187 2.421 -0.1253 -0.0299 0.2575
H -1.567 -0.123 0.953 0.2311 0.1336 0.0064
H 0.188 -1.999 0.661 0.2438 0.2299 0.0240
H 1.813 1.295 -0.383 -0.0481 -0.1422 0.1888
H 2.349 1.276 1.322 -0.1788 -0.1688 -0.1229
H -0.152 2.229 0.614 0.0559 -0.2171 0.0573
H 0.420 1.913 2.850 0.0294 -0.0147 -0.0078
O -1.982 -1.942 -2.057 -1.2661 3.5626 1.5326
H -1.974 -1.916 -3.020 0.0316 0.1611 0.0343
H -2.182 -0.908 -1.731 0.7572 -3.9969 -1.5774
```
Positions in Å, forces in eV/Å.

The relative energy (zero: lowest compared OMol25 entry of this formula, charge and spin) is 58.4 kcal/mol. Its structure (SMILES) is O=C1O[C@H]2[C@@H]1OC[C@@H]2O.O. The total energy is -571.4608 a.u. The frontier orbital gap is 10.9 eV. Its LUMO energy is 0.6 eV.

Taken from the natural (NBO) analysis, the atomic charges in e are: -0.50, 0.81, -0.58, 0.05, -0.03, -0.48, -0.10, 0.04, -0.71, 0.21, 0.23, 0.19, 0.20, 0.19, 0.48, -0.96, 0.48, 0.50

---

Here is C28H29BCl2GeO6RuS as an isolated structure from the OMol25 dataset. Energies are from ωB97M-V with the def2-TZVPD basis set.

```
69
Properties=species:S:1:pos:R:3:forces:R:3
Ru 0.660 -0.764 -0.011 0.4175 -0.6497 0.0372
O -0.605 2.652 -1.303 0.0108 0.0126 0.0412
S -0.448 1.341 -0.825 0.2849 0.6027 -0.1374
O -1.818 0.580 -0.751 0.0410 -0.1843 -0.1777
O 0.152 1.157 0.545 -0.1690 -0.3506 -0.2814
O 0.368 0.390 -1.666 -0.1956 0.0133 0.2283
Cl -0.037 -2.269 1.884 0.1413 0.1664 -0.1401
C 1.267 -3.323 2.594 0.0297 -0.1540 -0.0132
Cl 0.695 -4.961 2.744 0.0104 0.0132 -0.0137
H 1.492 -2.913 3.570 -0.0201 0.0413 -0.0086
H 2.115 -3.269 1.923 -0.0140 0.0042 0.0119
C 2.461 -2.379 -2.078 0.0492 -0.0158 0.0405
Ge 3.025 -0.880 -0.961 -0.4592 0.1520 0.0225
C 3.561 0.727 -1.843 0.0024 -0.1553 0.0808
C 3.379 0.884 -3.217 -0.0255 0.1071 0.0118
C 3.769 2.064 -3.830 0.0020 -0.0255 -0.0280
C 4.332 3.085 -3.075 -0.0060 -0.0004 -0.0026
C 4.510 2.933 -1.707 0.0079 -0.0278 0.0454
C 4.131 1.752 -1.087 0.0060 0.0464 -0.0919
C 3.947 -1.252 0.694 -0.0644 0.0737 -0.0264
C 3.289 -0.932 1.852 0.1989 -0.1421 0.0904
C 3.898 -1.110 3.114 -0.0653 0.0506 0.0570
C 5.165 -1.612 3.184 0.0137 -0.0043 0.0299
C 5.884 -1.953 2.012 -0.0448 0.0165 -0.1510
C 7.201 -2.466 2.068 0.0383 -0.0116 0.0310
C 7.883 -2.766 0.924 0.0230 -0.0104 0.0330
C 7.284 -2.564 -0.337 -0.0424 0.0181 -0.0093
C 6.013 -2.073 -0.422 -0.0021 -0.0068 -0.0164
C 5.275 -1.760 0.745 0.0697 -0.0400 0.0901
H 3.318 -2.760 -2.637 0.0388 0.0161 0.0446
H 1.705 -2.067 -2.797 -0.0331 -0.0020 0.0252
H 2.090 -3.206 -1.468 -0.0669 -0.0144 -0.0332
H 2.928 0.096 -3.808 0.0012 -0.0012 -0.0093
H 3.631 2.189 -4.896 0.0046 0.0063 0.0013
H 4.633 4.005 -3.557 -0.0047 0.0015 -0.0020
H 4.948 3.732 -1.124 0.0011 0.0027 -0.0060
H 4.277 1.629 -0.020 0.0118 0.0030 0.0040
H 2.269 -0.558 1.813 -0.0079 0.2843 0.1116
H 3.367 -0.830 4.014 0.0075 -0.0077 0.0028
H 5.647 -1.746 4.145 -0.0026 -0.0061 0.0017
H 7.661 -2.614 3.037 0.0018 0.0012 -0.0029
H 8.890 -3.156 0.980 -0.0008 0.0015 0.0003
H 7.839 -2.795 -1.236 -0.0023 0.0016 -0.0030
H 5.565 -1.909 -1.397 0.0198 -0.0046 -0.0135
C -6.616 4.403 3.913 -0.0226 -0.0029 -0.0209
C -7.324 3.975 2.619 0.0086 0.0283 0.0262
C -8.734 3.500 2.973 0.0298 -0.0046 -0.0109
C -7.447 5.184 1.681 -0.0060 -0.0233 -0.0017
C -6.497 2.883 1.941 0.0016 -0.0451 -0.0020
C -6.968 1.579 1.780 -0.0096 0.0336 -0.0083
C -6.219 0.572 1.170 0.0173 -0.0655 -0.0243
C -4.971 0.921 0.727 -0.0718 0.1066 0.0655
O -4.013 0.140 0.090 0.1471 -0.1057 -0.1214
B -2.983 1.013 -0.126 -0.4255 0.2289 0.2356
O -3.207 2.279 0.336 0.1765 0.0377 -0.0408
C -4.487 2.208 0.879 -0.0803 -0.0833 0.0116
C -5.214 3.203 1.475 0.0517 0.0644 0.0024
H -7.177 5.202 4.400 0.0024 -0.0023 0.0067
H -5.609 4.772 3.715 -0.0007 0.0067 0.0058
H -6.540 3.564 4.608 0.0067 0.0046 0.0048
H -9.286 4.323 3.427 -0.0036 -0.0025 0.0013
H -8.719 2.679 3.691 -0.0046 -0.0074 -0.0073
H -9.284 3.179 2.086 -0.0158 0.0000 0.0102
H -8.089 5.941 2.135 0.0068 0.0055 -0.0008
H -7.887 4.890 0.727 -0.0094 0.0191 -0.0009
H -6.481 5.648 1.483 0.0023 -0.0127 -0.0130
H -7.956 1.324 2.132 0.0001 -0.0017 0.0026
H -6.604 -0.431 1.050 -0.0074 0.0066 0.0056
H -4.801 4.197 1.574 0.0000 -0.0070 -0.0008
```
Positions in Å, forces in eV/Å.

The spin multiplicity is 2. Its net charge is +1. The relative energy (zero: lowest compared OMol25 entry of this formula, charge and spin) is 12.4 kcal/mol. The total energy is -5050.8896 a.u. The frontier orbital gap (spin up / spin down) is 6.4 / 6.5 eV. Its LUMO energy (spin up / spin down) is -4.4 / -4.4 eV.

Taken from the natural (NBO) analysis, the atomic charges in e are: 0.69, -0.84, 2.56, -0.89, -0.87, -0.88, 0.02, -0.37, 0.06, 0.24, 0.24, -1.12, 1.56, -0.43, -0.21, -0.20, -0.17, -0.19, -0.22, -0.49, -0.21, -0.23, -0.15, -0.08, -0.16, -0.19, -0.18, -0.21, 0.02, 0.28, 0.26, 0.25, 0.22, 0.23, 0.23, 0.23, 0.22, 0.19, 0.23, 0.23, 0.22, 0.23, 0.23, 0.20, -0.59, -0.08, -0.61, -0.60, 0.02, -0.21, -0.23, 0.20, -0.63, 1.25, -0.65, 0.29, -0.26, 0.21, 0.21, 0.21, 0.22, 0.21, 0.21, 0.22, 0.21, 0.20, 0.23, 0.24, 0.23

---

Here is a 2-piece molecular cluster, C4H10N2O2 overall in a non-equilibrium geometry from the OMol25 dataset. Energies are from ωB97M-V with the def2-TZVPD basis set.

```
18
Properties=species:S:1:pos:R:3:forces:R:3
C 1.509 -0.045 -1.013 2.4004 -3.2918 -2.4411
O 2.565 -0.242 -0.332 -1.5379 0.3305 -0.2051
C 0.269 0.876 -0.251 -2.6522 2.6494 2.3627
C -0.762 0.072 0.323 4.0764 2.3517 0.1614
C -2.049 0.221 -0.238 -4.1314 -1.6092 -1.8284
N -3.134 -0.427 0.440 1.6949 -0.2000 -0.1024
O -2.325 0.786 -1.293 0.9775 -0.0035 0.7989
N 1.047 1.671 0.694 0.5813 -0.7421 0.5955
H 1.553 0.657 -1.869 0.1234 0.5959 0.5092
H 0.986 -0.930 -1.460 0.1546 0.1042 0.7030
H 1.180 2.649 0.466 -0.2257 -0.2914 -0.4611
H -0.055 1.508 -1.074 -0.4428 -0.4436 -0.0074
H -0.520 -0.252 1.338 -0.4763 -0.4435 -0.3742
H 2.310 -2.763 1.020 -0.0289 0.0403 0.0631
H -2.791 -1.198 1.005 -0.1311 0.1817 0.2414
H -3.776 -0.808 -0.240 -0.3203 0.4370 -0.0661
H 1.957 1.222 0.811 -0.0774 0.3504 0.1128
H 2.038 -2.996 1.672 0.0155 -0.0160 -0.0623
```
Positions in Å, forces in eV/Å.

The relative energy (zero: lowest compared OMol25 entry of this formula, charge and spin) is 152.1 kcal/mol. The total energy is -418.2185 a.u. The frontier orbital gap is 6.3 eV. Its LUMO energy is -2.8 eV.

Taken from the natural (NBO) analysis, the atomic charges in e are: 0.05, -0.56, -0.09, -0.11, 0.58, -0.81, -0.56, -0.83, 0.20, 0.14, 0.38, 0.24, 0.23, 0.02, 0.37, 0.39, 0.39, -0.02